ORCA calculation (wB97M-V/def2-TZVPD) on a molecular structure, C5H8O.

```
! wB97M-V def2-TZVPD RIJCOSX def2/J DEFGRID3
* xyz 0 1
C 1.99571 -0.43001 0.20968
C 0.90469 0.45718 -0.31979
C -0.33487 0.10816 -0.85220
C -1.69102 -0.59204 0.38582
O -1.51328 0.54260 1.15944
C -1.12082 1.05050 -0.06564
H 1.63806 -1.44028 0.43095
H 2.42176 -0.01401 1.13083
H 2.82040 -0.51159 -0.51258
H 1.07390 1.52752 -0.19624
H -0.60476 -0.48594 -1.72781
H -1.30301 -1.52693 0.79195
H -2.67567 -0.66903 -0.07663
H -1.61108 1.98385 -0.35779
*
```

Summary:
Kohn-Sham gap ... 0.3095 Ha
Energy ... -7356.132 eV

Mulliken atomic charge list, values in e, 6 entries: number 1, C, carries -1.107; number 2, C, carries -0.159; number 3, C, carries -0.359; number 4, C, carries -0.481; number 5, O, carries -0.311; number 6, C, carries -0.280

---

ORCA calculation (wB97M-V/def2-TZVPD) on 6 unconnected molecules or ions with the total composition C58H75FNO23 in a non-equilibrium geometry.

```
! wB97M-V def2-TZVPD RIJCOSX def2/J DEFGRID3
* xyz 1 1
C 1.17463 2.22285 10.61869
C -0.12653 1.76318 9.88242
C -1.38364 2.61493 10.24650
C -2.67998 1.78352 9.96565
C -3.21171 1.94819 8.49949
C -4.76409 2.20374 8.50739
C -5.38928 1.68351 7.15524
C -6.26488 0.39007 7.35659
C -5.60297 -0.88578 6.71941
C -6.64719 -1.51527 5.72065
C -6.58228 -0.67449 4.39320
C -5.82338 -1.48912 3.31378
C -5.09011 -0.57574 2.26926
C -5.94499 -0.55985 0.93809
C -5.26395 -1.54573 -0.05936
C -3.98012 -0.92907 -0.72462
C -4.13415 -0.92807 -2.27489
C -4.86274 0.36780 -2.78014
F -5.90456 0.74085 -1.94394
C -3.90671 1.54546 -3.11883
C -2.49617 1.47005 -2.48803
C -1.57294 2.33811 -3.38201
O -0.28206 2.48368 -2.79180
C 0.51920 3.23556 -3.64556
C 1.93085 3.59665 -3.14655
O 0.15016 3.63978 -4.72221
N -1.89408 0.09414 -2.45846
C -2.76116 -0.95923 -3.02988
C -2.18858 -2.40525 -2.88658
C -0.66668 -2.49629 -2.58237
C -0.29793 -3.97159 -2.21252
C -0.37197 -4.23586 -0.69600
O -1.63764 -3.87440 -0.12679
H 1.69571 1.35282 11.04632
H 1.86483 2.63892 9.85908
H 0.99272 3.00215 11.37225
H -0.32502 0.72177 10.18190
H -0.03180 1.81914 8.78196
H -1.38884 3.55378 9.65966
H -1.37449 2.90792 11.31140
H -3.47625 2.04883 10.68249
H -2.43149 0.71553 10.09533
H -2.69193 2.75717 7.95993
H -3.05929 0.99245 7.96176
H -5.18264 1.63523 9.35124
H -4.95094 3.28684 8.58700
H -5.97391 2.49277 6.68074
H -4.54622 1.45025 6.48409
H -6.50799 0.24699 8.42073
H -7.21669 0.59664 6.83357
H -5.28154 -1.60544 7.49012
H -4.72162 -0.60146 6.11482
H -7.64315 -1.36614 6.16995
H -6.46227 -2.58894 5.55708
H -7.60893 -0.40574 4.09137
H -6.05509 0.26610 4.62711
H -5.05935 -2.11059 3.82093
H -6.48513 -2.19459 2.78191
H -4.09360 -1.01657 2.08242
H -4.96835 0.46281 2.61667
H -5.98131 0.45154 0.49805
H -6.98082 -0.86833 1.15913
H -5.99866 -1.75327 -0.85978
H -5.04327 -2.49427 0.45552
H -3.12803 -1.57363 -0.43442
H -3.83519 0.09537 -0.32613
H -4.69016 -1.83097 -2.56861
H -5.33866 0.05861 -3.73322
H -3.84300 1.74734 -4.20306
H -4.37410 2.45572 -2.69429
H -2.42056 1.91476 -1.48321
H -2.02427 3.33529 -3.48574
H -1.54997 1.88603 -4.39561
H 2.48339 2.65935 -2.97283
H 1.89948 4.14123 -2.18349
H 2.44604 4.24572 -3.86640
H -1.58682 -0.13360 -1.50738
H -1.02850 0.11014 -3.01315
H -2.93743 -0.75938 -4.10266
H -2.37612 -2.99339 -3.80286
H -2.74367 -2.91731 -2.08417
H -0.30740 -1.80061 -1.80216
H -0.13568 -2.27678 -3.53245
H -1.08073 -4.59964 -2.68264
H 0.66635 -4.28738 -2.64091
H -0.21186 -5.32374 -0.56768
H 0.43563 -3.72953 -0.13408
H -1.88423 -4.62621 0.42834
C -0.42785 7.23277 0.38621
C -1.70215 7.58872 0.60127
C -2.84308 6.76733 0.08181
O -3.98090 7.11827 0.31701
C -2.52788 5.56999 -0.69686
C -1.25761 5.22060 -0.91187
C -0.11807 6.02804 -0.36888
O 1.02077 5.65124 -0.58099
O -0.93235 4.12117 -1.62929
O -2.02134 8.68556 1.28584
H 0.40396 7.81505 0.75715
H -3.35983 4.99493 -1.08138
H 0.03790 4.08671 -1.63924
H -2.99740 8.71733 1.30175
C 7.08607 1.67465 -4.94007
C 6.23181 1.68571 -3.91158
C 5.67625 2.96546 -3.36543
O 4.88438 2.91685 -2.43759
C 6.11212 4.21463 -3.96769
C 6.97068 4.20840 -4.99518
C 7.50659 2.92738 -5.56065
O 8.26896 2.97460 -6.50554
O 7.39295 5.33550 -5.56815
O 5.82558 0.55811 -3.31471
H 7.49202 0.75774 -5.34403
H 5.71737 5.13142 -3.55228
H 8.00095 5.05933 -6.28159
H 5.21680 0.84083 -2.60676
C 1.16136 -8.20649 -0.83810
C 1.92978 -9.21082 -1.28140
C 2.46297 -10.25934 -0.34880
O 3.13969 -11.15966 -0.80426
C 2.14359 -10.14184 1.06987
C 1.37857 -9.13498 1.50893
C 0.82467 -8.10444 0.57272
O 0.11680 -7.21603 1.02074
O 1.06815 -8.99544 2.80123
O 2.25668 -9.32792 -2.57087
H 0.76889 -7.44606 -1.49963
H 2.54699 -10.89238 1.73510
H 0.50887 -8.19803 2.85605
H 2.81101 -10.13076 -2.62553
C 2.26075 -7.99679 -8.19092
C 3.02530 -8.99519 -8.65296
C 3.56829 -10.05534 -7.74109
O 4.24135 -10.94977 -8.21397
C 3.26310 -9.95791 -6.31749
C 2.50228 -8.95854 -5.85741
C 1.93822 -7.91497 -6.77404
O 1.23581 -7.03609 -6.30247
O 2.20240 -8.83518 -4.55480
O 3.34319 -9.10141 -9.94292
H 1.86207 -7.22840 -8.83840
H 3.67458 -10.71837 -5.66803
H 1.64391 -8.03730 -4.49824
H 3.89763 -9.90274 -10.01485
C 9.95641 7.08659 -2.80419
C 10.34802 8.35380 -2.98902
C 9.63720 9.49885 -2.33119
O 10.04446 10.62904 -2.51704
C 8.47858 9.19891 -1.49659
C 8.08710 7.93281 -1.31595
C 8.81428 6.78751 -1.95200
O 8.42467 5.65250 -1.73917
O 7.02894 7.61932 -0.56002
O 11.38767 8.66575 -3.76402
H 10.46165 6.25258 -3.27101
H 7.96351 10.03322 -1.04138
H 6.96219 6.64579 -0.59133
H 11.46220 9.63920 -3.72860
*
```

Summary:
Kohn-Sham gap ... 0.2704 Ha
Energy ... -112651.496 eV

Mulliken atomic charge list, values in e, 6 entries: number 1, C, carries -1.035; number 2, C, carries -0.377; number 3, C, carries -0.669; number 4, C, carries -0.783; number 5, C, carries -0.504; number 6, C, carries -0.851

---

ORCA calculation (wB97M-V/def2-TZVPD) on 9 unconnected molecules or ions with the total composition C18H54O9 in a non-equilibrium geometry.

```
! wB97M-V def2-TZVPD RIJCOSX def2/J DEFGRID3
* xyz 0 1
C -1.36194 5.47707 -1.83333
C 0.06197 5.17066 -2.31511
O 0.70723 4.52480 -1.23490
H -1.35118 5.91088 -0.83344
H -1.95485 4.57164 -1.70385
H -1.78583 6.15744 -2.57192
H 0.58165 6.09063 -2.58284
H 0.04547 4.48559 -3.16276
H 1.09710 5.18704 -0.65952
C 2.33006 -5.32755 -2.72802
C 3.23660 -4.14961 -2.38890
O 2.56975 -3.27460 -1.52859
H 2.78443 -6.04011 -3.41644
H 1.41758 -4.95513 -3.19362
H 1.99038 -5.84459 -1.83059
H 3.53383 -3.65391 -3.31304
H 4.14334 -4.56941 -1.95335
H 3.11382 -2.50255 -1.35680
C 3.57229 2.67014 0.09303
C 4.22599 4.05497 0.31731
O 5.54347 3.84946 0.73544
H 4.09959 2.05765 -0.63834
H 2.58339 2.85492 -0.32655
H 3.65589 2.06518 0.99588
H 3.57774 4.62348 0.98415
H 4.26906 4.61375 -0.61758
H 6.10850 3.73753 -0.03255
C -0.60736 -1.39072 4.58631
C -0.08447 -0.03325 4.24476
O -0.37705 0.91781 5.25718
H -1.68105 -1.44449 4.76636
H -0.06833 -1.83071 5.42533
H -0.40453 -2.04162 3.73585
H -0.49720 0.37354 3.32157
H 0.99157 0.09039 4.12249
H -0.02474 1.76306 4.96905
C -1.27460 -2.52923 -0.70134
C -0.15835 -2.84029 0.22576
O 0.37427 -4.09030 -0.09385
H -1.07139 -2.53168 -1.77222
H -1.70360 -1.57344 -0.40046
H -2.07571 -3.25583 -0.56578
H -0.56897 -2.91750 1.23251
H 0.59790 -2.05537 0.23477
H 1.07882 -3.96264 -0.73331
C 0.21225 -1.18258 -4.80187
C 0.80534 -2.34659 -5.58516
O 0.03584 -2.35500 -6.74581
H 0.31548 -0.28236 -5.40770
H 0.80702 -0.99660 -3.90757
H -0.85162 -1.30612 -4.59936
H 0.69175 -3.32971 -5.12835
H 1.86599 -2.17446 -5.76817
H 0.13389 -3.24734 -7.08599
C -3.46062 2.04928 4.50427
C -2.61518 2.48892 3.28508
O -2.71022 1.56611 2.23037
H -3.04680 1.10918 4.86905
H -4.52338 1.94042 4.28795
H -3.39245 2.61099 5.43590
H -1.59044 2.68596 3.60001
H -3.08818 3.37654 2.86496
H -2.30703 1.97023 1.45854
C -3.31416 -3.15479 2.56675
C -3.14367 -1.70375 2.08454
O -3.92969 -0.86380 2.96550
H -3.02079 -3.33989 3.60009
H -2.56881 -3.80474 2.10837
H -4.30005 -3.61112 2.47796
H -3.56212 -1.50672 1.09753
H -2.07690 -1.48334 2.12364
H -3.73431 0.06663 2.83239
C 0.48088 0.32402 -1.25256
C -0.05886 1.00841 -0.00021
O -0.72785 2.22985 -0.36614
H 1.06562 -0.58692 -1.12463
H 1.01923 0.91687 -1.99202
H -0.42910 0.03785 -1.77996
H 0.71918 1.25237 0.72315
H -0.75708 0.37583 0.54790
H -0.18365 2.83347 -0.87711
*
```

Summary:
Kohn-Sham gap ... 0.3558 Ha
Energy ... -37965.889 eV
SMILES string ... CCO.CCO.CCO.CCO.CCO.CCO.CCO.CCO.CCO

Mulliken atomic charge list, values in e, 6 entries: number 1, C, carries -0.917; number 2, C, carries -0.451; number 3, O, carries -0.451; number 4, H, carries 0.278; number 5, H, carries 0.231; number 6, H, carries 0.368

---

ORCA calculation (wB97M-V/def2-TZVPD) on a molecular structure, C26H19MnN8O7S in a non-equilibrium geometry.

```
! wB97M-V def2-TZVPD RIJCOSX def2/J DEFGRID3
* xyz 1 6
Mn -3.89597 -10.31656 19.89312
N -4.94001 -13.02567 21.77234
C -5.94102 -12.22136 21.26884
C -7.21764 -12.79751 21.02074
C -8.28840 -11.92467 20.79335
C -8.03784 -10.54712 20.80146
C -6.77553 -10.09163 20.89618
N -5.67511 -10.90045 20.94475
C -3.61387 -12.70871 22.00840
C -2.99447 -13.55807 22.96048
C -1.62969 -13.45952 23.12719
C -0.93659 -12.51858 22.35633
C -1.61416 -11.73947 21.36905
N -2.93814 -11.77919 21.26405
H -5.24515 -13.88479 22.26966
H -7.30713 -13.89455 21.18462
H -9.24886 -12.38562 20.73929
H -8.77399 -9.77746 20.65156
H -6.47091 -9.01871 20.89918
H -3.61843 -14.32999 23.33844
H -1.08009 -14.02296 23.88364
H 0.10559 -12.34263 22.47359
H -1.06239 -11.01803 20.77356
O -0.13212 -10.64624 13.05666
N -1.34782 -10.41450 13.23142
O -2.22778 -10.44831 12.33349
C -1.65666 -10.07323 14.61440
C -0.55583 -9.92443 15.42911
C -0.83759 -10.07701 16.82528
C -2.17374 -10.28245 17.31320
O -2.47235 -10.62377 18.46700
C -3.27726 -10.15793 16.32465
C -3.03241 -10.00802 14.95072
N -4.70375 -10.25071 16.76531
O -5.54779 -10.09165 15.88427
O -5.01484 -10.68573 17.91501
N 0.21201 -9.95385 17.79008
O 1.37479 -10.18173 17.37171
O -0.03326 -9.58127 18.94178
H 0.44851 -9.72499 15.06818
H -3.83566 -10.02660 14.22467
S -3.94697 -4.42567 16.66037
C -3.95586 -5.64107 17.97983
C -2.84636 -5.87941 18.80767
C -2.76613 -7.07889 19.49540
N -3.85164 -7.93376 19.60756
C -5.05048 -7.53940 19.06245
C -5.06632 -6.49392 18.08913
C -5.48116 -3.63751 16.64691
C -6.42749 -3.74294 17.66702
C -7.75216 -3.57438 17.26474
N -8.11994 -3.00532 16.09778
C -7.15851 -2.62975 15.27428
C -5.82436 -2.99024 15.42249
H -2.01845 -5.18087 18.84363
H -1.91299 -7.49038 20.04638
H -5.92761 -8.15881 19.19897
H -5.94368 -6.49230 17.38439
H -6.12608 -4.02595 18.68658
H -8.54480 -3.85904 17.96460
H -7.52714 -2.11378 14.42686
H -5.01113 -2.94135 14.67114
*
```

Summary:
Kohn-Sham gap (spin up / spin down) ... 0.2611 / 0.2599 Ha
Energy ... -95664.987 eV
<S²> ... 8.7540

Mulliken atomic charge list, values in e, 6 entries: number 1, Mn, carries 0.755; number 2, N, carries -0.053; number 3, C, carries 0.598; number 4, C, carries -0.687; number 5, C, carries -0.320; number 6, C, carries -0.984

---

> Which formula does entry 3 have?

C18H54O9